[1]
17
Properties=species:S:1:pos:R:3 method="wB97M-V/def2-TZVPD" s_squared=2.014 multiplicity=3 homo_lumo_gap_ev="7.59 / 7.21"
C -2.756 0.911 -0.049
C -2.687 -0.217 0.739
C -1.619 1.303 -0.670
C -1.536 -0.872 0.932
C -0.375 0.658 -0.581
C -0.466 -0.401 0.221
N 2.834 0.006 0.264
O 2.672 0.013 1.531
O 2.480 0.997 -0.490
Si 3.503 -1.351 -0.476
H -3.815 1.341 -0.047
H -3.625 -0.469 1.302
H -1.570 2.125 -1.415
H -1.370 -1.722 1.530
H 0.495 1.053 -1.047
H 3.429 -1.031 -1.879
H 4.405 -2.343 0.137



[2]
17
Properties=species:S:1:pos:R:3 method="wB97M-V/def2-TZVPD" homo_lumo_gap_ev=10.83 smiles="N#CCC#C[C@@H](O)C=O.O"
N -0.087 1.409 -4.523
C -0.774 1.501 -3.596
C -1.571 1.582 -2.360
C -0.881 1.060 -1.176
C -0.327 0.546 -0.233
C 0.275 -0.208 0.880
O 0.346 -1.588 0.657
C 1.648 0.405 1.173
O 2.651 -0.258 1.156
H -2.511 1.030 -2.518
H -1.843 2.637 -2.195
H -0.337 -0.049 1.785
H 1.085 -1.786 0.068
H 1.640 1.473 1.472
O 0.426 -2.901 3.243
H -0.067 -2.318 3.828
H 0.327 -2.536 2.336



[3]
19
Properties=species:S:1:pos:R:3 method="wB97M-V/def2-TZVPD" homo_lumo_gap_ev=8.14
C 0.544 0.379 2.089
C 0.800 -0.655 1.242
C -0.070 -0.652 0.099
C -0.910 0.492 0.143
C 1.842 -1.670 1.414
C -0.928 2.032 -2.011
N -0.112 -1.596 -0.956
O 0.429 -2.699 -0.734
O -0.676 -1.311 -2.002
O -3.175 1.541 -0.564
S -0.655 1.456 1.521
S -2.063 0.817 -1.192
H 1.074 0.509 3.072
H 1.587 -2.526 0.867
H 2.795 -1.428 1.081
H 2.063 -1.702 2.450
H -0.516 1.665 -2.889
H -0.324 2.619 -1.357
H -1.704 2.729 -2.275



[4]
20
Properties=species:S:1:pos:R:3 method="wB97M-V/def2-TZVPD" charge=-2 homo_lumo_gap_ev=6.12
C 1.753 0.618 0.747
C 0.908 -1.655 2.394
C -2.159 1.650 -0.970
C -0.756 1.233 -0.616
C -0.557 -0.140 0.067
C 0.855 -0.395 0.439
N 2.489 1.416 1.206
O -0.176 -1.654 2.817
O 0.585 -2.599 -0.908
O 1.989 -2.111 2.557
O 1.032 -0.655 -2.114
O 2.899 -1.603 -0.782
S 1.414 -1.403 -0.915
H -2.814 1.624 -0.124
H -2.699 0.934 -1.597
H -2.227 2.599 -1.287
H -0.185 1.949 0.009
H -0.107 1.036 -1.419
H -1.281 0.026 0.994
H -0.964 -0.871 -0.500



[5]
17
Properties=species:S:1:pos:R:3 method="wB97M-V/def2-TZVPD" s_squared=2.031 multiplicity=3 homo_lumo_gap_ev="6.56 / 6.59"
C -0.918 -0.501 1.548
C -0.912 -1.386 0.629
C 1.391 0.065 -1.956
C -0.180 0.906 1.328
C 1.360 0.575 -0.551
C 0.135 1.306 -0.122
N -0.640 -2.071 -0.405
O 0.092 -3.062 -0.542
S -1.572 -1.533 -1.893
S 0.290 -0.703 -2.828
H -1.681 -0.612 2.322
H -1.070 1.470 1.798
H 0.790 0.953 1.864
H 1.305 -0.337 0.134
H 2.224 1.241 -0.470
H -0.792 1.283 -0.750
H 0.181 2.407 -0.108



[6]
15
Properties=species:S:1:pos:R:3 method="wB97M-V/def2-TZVPD" homo_lumo_gap_ev=8.18
C -0.518 -2.100 -0.224
C -2.540 -0.032 0.140
C -1.144 -0.123 -0.254
C 0.217 0.799 1.372
C 1.276 0.020 -0.838
C 0.065 0.705 -0.138
N -0.222 -3.222 -0.142
S -2.365 -0.183 -1.576
H -0.678 1.066 1.761
H 0.979 1.689 1.437
H 0.531 -0.037 1.880
H 1.263 -0.002 -1.914
H 1.209 -1.015 -0.339
H 2.147 0.648 -0.765
H -0.221 1.787 -0.402



[7]
15
Properties=species:S:1:pos:R:3 method="wB97M-V/def2-TZVPD" charge=-1 homo_lumo_gap_ev=6.41 smiles="CC(C)=C([O-])C=C=O"
C 0.531 1.415 -0.129
C 0.017 0.133 0.492
C 0.293 -1.208 -0.295
C -1.031 0.202 1.352
O -1.456 1.238 1.949
C -1.616 -1.095 1.937
C -2.476 -1.606 1.144
O -3.156 -2.086 0.280
H 1.326 1.802 0.441
H -0.302 2.172 -0.314
H 0.721 1.184 -1.278
H 0.188 -1.138 -1.429
H -0.474 -1.943 0.186
H 1.272 -1.686 0.001
H -1.748 -1.025 2.996



[8]
19
Properties=species:S:1:pos:R:3 method="wB97M-V/def2-TZVPD" homo_lumo_gap_ev=8.28
C -3.965 -0.832 -1.783
C -3.425 -1.048 -0.364
C -2.858 -0.058 0.252
C 0.059 0.785 -0.266
C 2.293 0.105 0.559
C 1.459 1.190 -0.144
O -4.769 -1.594 -2.253
O -0.797 1.782 -0.491
O -3.042 2.734 0.178
O -3.856 -2.209 0.031
O -0.312 -0.377 -0.266
P -2.420 1.503 -0.330
H -3.376 -0.035 -2.195
H 1.950 -0.862 0.298
H 3.286 0.042 0.303
H 2.367 0.270 1.727
H 2.068 1.370 -1.034
H 1.438 2.122 0.440
H -4.693 -2.498 -0.461



The records above give, respectively, energy above the lowest of the compared OMol25 structures with the same formula, charge and spin values of 103.38, 66.16, 90.87, 18.71, 53.99, 155.07, 39.65, 59.68 kcal per mole.
The records above give, respectively, calculated total energy values of -19789.815, -13965.092, -35633.569, -28897.327, -31534.218, -18654.025, -10428.819, -25858.756 eV.